[1]
C5H4N2 | wB97M-V/def2-TZVPD

For the total energy, the calculation gives -302.35291 a.u. Its SMILES is C#Cc1cn[nH]c1. Its HOMO-LUMO gap is 9.8 eV. For the energy above the lowest of the compared OMol25 structures with the same formula, charge and spin, the calculation gives 197.95 kJ/mol.

Bonds (Å) are listed after each position.
Geometry (Å):
1 C 2.6740 -0.7203 0.0263  C2 1.205, H8 1.064
2 C 1.6508 -0.0922 0.1270  C1 1.205, C3 1.424
3 C 0.2836 0.3056 0.1424  C2 1.424, C4 1.418, C7 1.380
4 C -0.4351 1.3117 -0.5522  C3 1.418, N5 1.323, H9 1.083
5 N -1.7328 1.0540 -0.5672  C4 1.323, N6 1.343
6 N -1.8615 -0.0888 0.1260  N5 1.343, C7 1.343, H10 1.007
7 C -0.6908 -0.5707 0.5755  C3 1.380, N6 1.343, H11 1.081
8 H 3.5117 -1.3567 -0.1322  C1 1.064
9 H -0.0536 2.2000 -1.0409  C4 1.083
10 H -2.7533 -0.5556 0.1551  N6 1.007
11 H -0.5931 -1.4869 1.1402  C7 1.081

***

[2]
C5H4N2O | wB97M-V/def2-TZVPD

For the total energy, the calculation gives -377.48157 a.u. Its SMILES is C#CC1(O)C=NN=C1. Its HOMO-LUMO gap is 9.9 eV. For the energy above the lowest of the compared OMol25 structures with the same formula, charge and spin, the calculation gives 479.10 kJ/mol.

Bonds (Å) are listed after each position.
Geometry (Å):
1 C 0.9884 -0.3031 2.4332  C2 1.248, H9 1.189
2 C 0.5514 -0.3222 1.2648  C1 1.248, C3 1.476
3 C -0.1528 -0.1634 -0.0225  C2 1.476, O4 1.435, C5 1.559, C8 1.526
4 O -0.8698 -1.4046 -0.0897  C3 1.435, H10 0.943
5 C 0.6549 -0.2009 -1.3559  C3 1.559, N6 1.224, H11 1.039
6 N 0.5187 0.7619 -2.0986  C5 1.224, N7 1.464
7 N -0.2837 1.7276 -1.3450  N6 1.464, C8 1.282
8 C -0.8832 1.1264 -0.3837  C3 1.526, N7 1.282, H12 1.148
9 H 1.0256 -0.2261 3.6192  C1 1.189
10 H -1.3822 -1.7095 -0.8204  O4 0.943
11 H 1.2373 -1.0112 -1.6465  C5 1.039
12 H -1.4047 1.7251 0.4451  C8 1.148